Entry 1:
Density functional theory data (the ωB97M-V functional and the def2-TZVPD basis) for a cluster of 17 separate species, C8H30B2O31 in total.

HOMO energy = -0.197 Eh
Total charge = -2
Calculated total energy = -73620.90610 eV
Relative energy (zero: lowest compared OMol25 entry of this formula, charge and spin) = 455.3 kJ/mol

Atoms and positions in Å:
H1 -1.30401 -4.06966 3.65820
C1 0.69154 0.59396 -0.78463
O1 3.87901 1.36990 -1.37787
O2 4.83522 -1.69433 -0.73754
H2 -3.18836 2.88022 3.01944
C2 -1.29665 -0.25005 2.89967
O3 -2.36707 2.89002 2.54038
O4 1.65479 5.12670 -2.54177
O5 -1.25684 0.46116 1.85999
O6 -0.16092 -0.53104 -4.20900
O7 -3.48337 -2.77143 4.01681
H3 -0.10750 -3.40369 4.12559
O8 0.62427 1.80160 1.05439
C3 2.17725 -2.89364 0.91083
H4 -2.97337 -2.15490 1.52241
O9 0.22519 -1.60702 4.03894
C4 0.01108 -0.80195 3.11806
O10 -2.03219 2.94301 -1.50703
O11 -0.93382 4.82652 0.59675
O12 -2.03375 -1.02761 -1.39165
H5 0.26346 -1.36543 -4.49017
O13 3.44625 -0.13703 0.11262
O14 4.07421 -2.00361 1.63649
H6 -2.62303 -1.76019 -1.58718
C5 4.19285 0.34026 -0.74655
O15 2.57009 -2.34506 -0.16754
O16 1.20199 -3.69009 1.09483
B1 3.77258 -1.55694 0.22156
O17 0.64639 2.96225 -0.79622
O18 -0.53603 3.66605 -3.71590
H7 0.77781 0.99775 -4.50301
O19 -2.34550 -0.44234 3.49921
O20 -4.64029 0.70936 2.04653
H8 -1.30455 3.21245 -0.97245
H9 2.24511 4.58783 -3.11804
H10 -0.48907 -3.13432 1.32036
H11 0.34585 2.38893 -4.63989
O21 -0.40494 -4.30512 3.84050
H12 -0.12210 -1.72029 -1.58644
B2 0.15110 0.45458 1.33917
H13 -1.29075 3.53708 -3.15819
H14 0.01132 -0.44080 -3.26298
O22 0.83799 -0.23549 2.45273
H15 -4.11414 -0.05654 2.26801
C6 5.10477 -0.61478 -1.21916
O23 0.41972 -2.51911 -1.83697
H16 -2.46632 -0.26520 -0.98672
H17 -0.14357 4.30676 0.49219
O24 0.26626 -0.24236 0.05652
H18 -4.67577 1.23537 2.85042
H19 1.68566 4.80834 -1.60909
H20 0.07515 4.06518 -3.14290
H21 -2.51648 2.23054 -0.99674
H22 2.15135 -0.44673 -2.83218
H23 -3.85126 -2.91070 3.12406
C7 3.03025 -2.60149 1.97338
O25 5.89236 -0.45996 -2.15672
H24 -1.46660 4.49801 1.32196
O26 2.84004 -3.01635 3.10186
C8 0.75363 1.88907 -0.16850
H25 -3.94367 -2.46462 0.62200
O27 0.87575 0.36983 -1.97876
O28 -1.21458 -2.61820 0.97374
H26 1.22736 -2.25895 -1.50658
O29 -3.90838 -2.26419 1.51935
H27 2.82918 -0.77839 -3.99250
O30 2.57672 -1.19218 -3.17859
H28 -2.19910 1.98351 2.31297
H29 -3.13113 -1.85236 4.01168
O31 1.09092 1.84007 -4.85230
H30 -0.92938 -2.07216 0.19817

Force components x, y, z for each atom (eV/Å):
-1.3 -0.2 -0.2
1.1 -0.8 -5.9
1.4 -1.3 1.6
-0.8 -6.8 3.4
-0.4 0.0 0.2
-4.6 -1.5 1.5
0.3 1.2 0.1
0.4 -0.2 0.2
0.8 2.3 -3.5
-0.2 -0.7 -0.9
-0.1 0.0 0.2
0.3 -1.1 -0.3
-0.4 -0.6 5.1
-6.9 -5.0 -0.3
2.2 0.0 0.8
-0.3 1.5 -1.7
-1.6 -5.7 8.4
-2.4 -2.0 0.1
-0.6 1.1 -0.3
0.6 0.3 0.0
-0.2 0.6 0.6
-2.8 -1.9 4.5
3.0 3.0 -3.4
-0.3 0.4 0.1
-2.0 7.7 -4.8
1.0 0.9 -1.4
3.2 2.8 -1.4
0.0 -0.4 0.6
1.2 -2.0 1.2
-1.2 -0.3 -1.8
0.1 -0.4 -0.2
1.3 0.6 0.0
-0.5 0.7 -0.3
0.9 0.5 0.9
-0.6 0.2 1.1
0.8 -0.5 -0.2
-0.6 1.0 0.3
0.8 1.0 0.5
0.4 -1.5 -0.8
-0.1 -0.2 1.1
-0.9 -0.5 0.4
0.0 -0.4 -0.1
5.1 3.2 -5.3
0.3 -0.5 0.2
5.6 2.7 -6.7
-4.1 0.5 -0.6
-0.4 -0.6 -0.2
0.4 -0.6 0.2
-0.8 -1.9 2.5
0.0 -0.2 0.0
0.3 -0.2 -1.3
1.8 1.1 1.2
0.9 1.5 -0.8
-1.3 1.6 1.5
0.2 0.2 0.7
-0.2 -2.4 7.2
-0.6 0.3 1.6
0.1 -0.5 0.3
-0.1 0.3 -0.5
-0.2 5.9 -4.9
-1.0 -0.8 -2.6
-0.4 0.9 2.4
-1.3 1.7 -0.6
3.2 0.4 0.9
-1.1 0.8 1.1
0.8 -0.1 -1.1
1.3 -1.6 -0.7
0.1 -0.8 -0.4
-0.2 -1.0 0.0
0.9 -0.5 -0.5
0.0 -1.2 1.0

Entry 2:
Density functional theory data (the ωB97M-V functional and the def2-TZVPD basis) for a cluster of 9 separate species, C8H30NO15S in total.

HOMO energy = 0.126 Eh
Total charge = -3
Calculated total energy = -51812.51265 eV
Relative energy (zero: lowest compared OMol25 entry of this formula, charge and spin) = 534.9 kJ/mol

Atoms and positions in Å:
H1 3.39744 -0.53844 2.76384
H2 -2.68634 -1.43081 0.45963
O1 -3.15774 -0.85726 1.06383
O2 -3.98343 -1.16494 -5.39631
H3 -0.06231 4.44771 -2.65953
C1 0.51402 2.11515 7.46601
C2 -0.76794 -2.07747 -2.84426
O3 -2.13526 -8.07119 -5.28713
O4 2.09434 0.12612 -5.48559
S1 -3.24937 -7.13200 -5.59089
H4 4.30295 -1.31323 -2.11255
H5 -0.40149 1.07493 3.80783
O5 0.23754 -2.73736 -3.14573
O6 -0.26656 1.76760 6.28421
H6 0.68517 1.18790 8.01283
H7 -0.22225 3.97466 3.82252
H8 0.41660 0.62504 0.77909
H9 1.48572 4.74268 -3.55199
H10 -0.02233 -0.60892 -3.56437
O7 -2.95431 -5.96878 -4.80077
H11 0.98230 -3.51195 0.54142
H12 -0.09524 2.85054 7.99149
H13 2.14125 0.96950 -5.93585
H14 2.08013 0.84779 1.01375
H15 -2.65773 -0.90417 1.87869
H16 0.70930 -4.53354 1.62481
H17 1.01175 3.09415 4.73119
C3 2.41912 -0.69463 3.21838
C4 0.90206 2.00601 2.37371
C5 0.40509 4.62239 -3.62861
O8 -1.70196 -2.65408 -2.25745
O9 0.78197 -4.43836 0.67513
C6 -0.87448 2.85200 5.60554
O10 1.28818 -0.53630 2.36311
H18 -1.87728 2.47348 5.40756
O11 -4.51487 -7.60676 -5.13501
H19 -3.82575 -0.85999 -6.28983
H20 -1.00433 3.82078 6.08792
O12 -0.91173 -0.83974 -3.28638
N1 -0.20472 1.95566 3.35428
H21 2.39472 0.02578 4.03600
H22 -1.01920 5.75861 -4.31872
H23 -3.15224 -1.02179 -4.94368
H24 0.19654 3.83490 -4.35281
H25 3.14547 -2.12407 -2.65539
O13 -3.39155 -6.57891 -6.95817
C7 1.16110 0.67462 1.57367
H26 1.76482 -0.48145 -6.14780
H27 2.53176 -1.66458 3.70274
H28 1.46128 2.63005 7.30584
C8 -0.01573 3.05472 4.36948
H29 0.81153 2.91092 1.77283
H30 1.84340 2.28510 2.84712
O14 -0.06768 5.82188 -4.20822
O15 4.05826 -2.19993 -2.37739

Force components x, y, z for each atom (eV/Å):
0.0 0.2 -0.8
0.2 -0.4 -0.7
-0.3 0.3 0.4
-0.5 0.4 -0.1
0.2 -0.3 0.0
-1.3 0.2 -1.0
-1.4 -5.9 1.3
-0.1 -1.3 -1.5
0.2 0.2 0.2
1.8 2.0 0.5
0.0 0.2 0.0
0.6 -0.2 -0.2
3.0 1.3 -0.8
1.0 0.3 1.9
-0.1 0.2 0.1
-0.1 0.3 0.2
-0.4 -1.0 0.5
-0.1 -0.1 0.3
0.2 0.1 -0.4
1.1 3.0 2.1
-0.1 0.3 -0.3
0.0 -0.3 0.7
0.0 0.2 -0.1
0.4 -0.1 0.1
0.1 0.0 0.1
-0.1 0.0 0.2
0.4 0.0 0.0
0.2 1.2 0.1
0.1 -1.3 1.0
0.0 0.0 -0.7
-1.1 2.1 0.8
0.2 -0.3 0.2
0.1 -0.6 -1.2
-0.3 0.2 -0.3
-0.1 0.3 -0.5
-3.5 -2.9 0.5
0.1 -0.1 -0.2
0.4 -0.2 0.9
-0.2 3.2 -0.5
0.6 1.7 0.4
-0.2 0.2 0.2
0.0 -0.1 0.0
0.4 -0.3 0.5
0.1 -0.5 0.5
-0.8 -0.2 -0.2
0.5 -1.4 -1.9
0.5 1.2 0.5
-0.2 -0.4 0.0
-0.9 -0.3 -0.5
0.3 -0.2 -0.7
-0.9 -1.1 -1.5
-0.7 -0.4 -0.9
0.5 -0.4 0.8
-0.2 1.0 -0.1
0.6 0.0 0.2

Entry 3:
Density functional theory data (the ωB97M-V functional and the def2-TZVPD basis) for a cluster of 8 separate species, C8H30O7 in total.

Structure (SMILES) = C/C=C/CCCCC.O.O.O.O.O.O.O
HOMO energy = -0.350 Eh
Total charge = 0
Calculated total energy = -23111.35517 eV
Relative energy (zero: lowest compared OMol25 entry of this formula, charge and spin) = 320.9 kJ/mol

Atoms and positions in Å:
H1 -2.00892 2.10866 0.82342
H2 -2.46877 -1.08121 0.61904
H3 0.32889 3.07269 -0.74963
H4 1.79327 0.06889 -2.94004
H5 -0.65284 1.55427 -1.06317
H6 0.82065 2.03152 1.50020
H7 1.99222 -2.33802 -2.65987
H8 -1.56638 -0.04770 -4.32134
O1 0.40416 -0.76435 2.75035
O2 3.41204 -1.42264 0.58362
H9 0.49351 -2.68139 -3.08178
C1 -1.50127 2.25748 3.02212
C2 1.18230 0.06028 -1.98275
H10 2.31480 1.21713 -0.60114
H11 -2.57417 2.30453 3.10315
H12 4.28762 -1.72611 0.36069
C3 0.27489 1.99368 -0.50133
C4 0.59212 -1.07759 -1.60569
H13 1.11063 -3.23920 -1.55702
H14 0.93122 -1.36393 3.26933
H15 -0.13792 -1.31317 -0.81725
H16 -3.42411 -0.46244 -0.36445
H17 -2.52630 -1.42374 2.98769
H18 -1.13756 1.58366 3.85950
H19 -1.29472 -1.05630 2.22265
H20 -2.79775 -1.44397 -2.63036
C5 0.12093 1.56790 0.95640
O3 -2.28006 -1.02106 2.15176
C6 -1.35684 1.62550 1.59420
O4 -1.22883 0.85365 -3.98458
H21 2.90941 0.76529 1.70531
H22 0.29162 0.41834 0.90035
O5 3.03217 0.38770 2.58966
H23 2.78561 -1.59930 -0.13857
C7 1.02256 -2.35380 -2.29489
C8 1.43603 1.36513 -1.17098
H24 -1.78262 0.63240 1.76793
H25 1.08192 -0.04756 2.65113
H26 -2.06702 -1.55864 -3.93348
H27 3.34058 -0.38671 2.55706
H28 1.84748 2.15944 -1.82343
H29 -0.68854 0.61239 -3.33430
O6 -2.91689 -1.31043 -0.23864
H30 -0.87519 3.22124 3.14073
O7 -2.51992 -2.14247 -3.32160

Force components x, y, z for each atom (eV/Å):
0.3 0.1 0.9
-0.8 -0.9 -0.9
-0.5 -0.4 0.8
-0.6 -0.5 1.3
1.3 1.1 0.9
2.6 1.6 2.5
2.2 0.7 -0.7
0.8 2.6 0.5
0.9 0.8 0.1
-0.7 0.2 0.2
-2.6 -1.1 -2.6
1.9 0.1 -0.4
1.5 1.2 0.3
0.8 -0.6 1.4
-0.3 0.9 0.7
0.2 -0.3 -0.5
-2.9 -0.5 -0.6
0.3 -0.9 -0.5
-0.7 1.4 -0.8
0.0 -0.8 0.4
0.4 1.0 0.0
0.5 -1.3 -0.1
-0.5 -0.2 0.0
-0.3 0.5 -1.2
-0.3 0.2 0.0
0.5 -2.0 -1.0
-4.0 -3.9 -2.0
1.2 -0.9 1.5
1.1 0.7 -0.2
-4.5 -0.8 -5.2
0.4 -0.7 0.3
0.3 2.1 0.2
-4.3 10.4 0.9
0.5 0.0 0.1
0.7 -0.9 3.9
0.0 0.0 -2.8
0.5 0.9 -0.7
-0.7 -0.4 -0.1
0.1 -0.5 -0.4
3.9 -9.5 -1.1
-0.3 -0.7 -0.5
3.8 -1.5 4.5
-0.4 2.0 -0.3
-1.6 -1.1 -0.2
-0.6 2.0 1.6

Entry 4:
Density functional theory data (the ωB97M-V functional and the def2-TZVPD basis) for a cluster of 6 separate species, C8H31BO9 in total.

HOMO energy = -0.350 Eh
Total charge = 0
Calculated total energy = -27897.35997 eV
Relative energy (zero: lowest compared OMol25 entry of this formula, charge and spin) = 62.6 kJ/mol

Atoms and positions in Å:
H1 18.41154 18.56192 -24.90969
C1 17.39077 24.60426 -17.57834
H2 17.37760 14.90037 -20.17585
C2 14.62136 19.30466 -16.38806
C3 18.37634 19.32275 -22.31498
O1 17.67226 19.11215 -24.63277
H3 19.34611 19.29867 -18.86802
C4 18.45835 14.72893 -20.21213
O2 17.74502 23.47908 -16.75544
C5 15.12518 20.64370 -16.87093
H4 19.95797 20.69785 -17.73138
H5 14.44189 21.43954 -16.55870
H6 18.37012 25.49732 -19.30663
C6 18.41487 24.61090 -18.67397
O3 16.41055 21.00218 -16.41698
H7 16.92530 23.05732 -16.45646
O4 18.92200 13.67625 -19.36482
H8 18.64652 14.43973 -21.25807
H9 19.42103 19.53662 -16.88775
O5 15.28908 18.19796 -17.01386
H10 17.10561 20.41819 -16.73595
O6 18.68933 16.54204 -18.66488
H11 16.34870 24.51804 -17.89820
H12 18.08482 19.15127 -21.27494
H13 21.09767 21.57908 -18.65440
H14 18.82259 17.50008 -18.68245
H15 18.21744 22.72405 -18.76868
H16 14.70689 19.19209 -15.30121
H17 18.17943 13.20414 -18.98327
H18 19.38650 24.69246 -18.15328
H19 19.90840 19.44339 -23.45970
B1 18.72290 19.64708 -17.88207
O7 20.93666 21.17469 -17.78598
H20 18.26481 20.42658 -22.30864
H21 15.09184 20.64744 -17.96929
C7 19.17035 16.02451 -19.90580
H22 21.02632 21.83790 -17.08246
H23 17.36203 17.66038 -23.18674
H24 17.75560 18.95296 -17.76479
H25 17.44635 25.50991 -16.96355
O8 19.73771 19.04623 -22.59964
H26 16.24699 18.29479 -16.91756
C8 17.37377 18.75603 -23.28790
H27 20.25554 15.90071 -19.87264
H28 18.89025 16.71886 -20.71315
H29 16.37272 19.11293 -23.05930
O9 18.38993 23.41786 -19.42604
H30 18.45637 20.82916 -18.05359
H31 13.57241 19.20262 -16.66963

Force components x, y, z for each atom (eV/Å):
-0.1 0.0 -0.1
-0.1 -0.1 0.9
0.0 -0.1 0.5
0.4 -0.7 -0.1
-0.5 2.4 0.4
0.1 0.1 0.1
0.1 -0.1 0.0
0.3 -0.3 -0.4
-0.5 0.3 -0.1
-0.2 0.0 -0.5
-0.1 -0.3 0.1
0.1 -0.1 0.2
-0.3 -0.2 -0.3
0.7 0.3 0.4
-0.3 0.5 0.8
0.4 -0.4 0.0
-0.2 0.2 -0.1
0.2 0.1 0.1
0.0 0.0 0.0
-0.2 0.4 0.1
-0.1 -0.2 -0.4
0.2 -0.1 -0.3
0.1 -0.1 -0.4
0.5 -1.0 0.0
-0.2 0.0 0.0
0.0 -0.2 0.1
-0.1 0.0 -0.2
0.0 0.3 0.0
-0.1 0.1 0.0
-0.1 0.0 -0.1
0.1 0.1 0.1
0.3 -0.2 -0.5
0.4 0.3 0.1
0.0 -0.2 -0.4
0.1 -0.1 0.0
-0.7 0.3 0.1
-0.1 0.1 -0.1
-0.1 0.1 -0.1
-0.1 0.2 0.1
0.2 0.1 -0.2
-0.3 -0.7 0.2
-0.2 0.0 0.1
0.3 -0.9 0.1
0.0 -0.1 -0.1
0.3 -0.1 0.0
0.0 0.2 0.0
-0.1 0.0 0.0
-0.1 0.0 0.0
0.0 0.0 0.0

Entry 5:
Density functional theory data (the ωB97M-V functional and the def2-TZVPD basis) for a structure of composition C8H32FeN16O12S.

Spin multiplicity = 9
HOMO energy (alpha / beta) = -0.103 / -0.344 Eh
Expectation value of S² = 20.03
Total charge = 0
Calculated total energy = -102447.78208 eV
Relative energy (zero: lowest compared OMol25 entry of this formula, charge and spin) = 0.0 kJ/mol

Atoms and positions in Å:
H1 40.27267 -30.08165 -5.22294
O1 39.70962 -24.44513 -6.20234
O2 39.60281 -27.09804 0.08186
H2 39.83072 -22.60369 -9.13709
H3 36.14915 -27.86699 -2.94887
H4 44.87381 -22.85383 -6.74387
H5 42.13308 -30.01250 -8.68346
N1 35.70746 -26.61948 -5.74108
N2 43.96085 -22.60727 -7.09556
O3 39.29429 -26.80950 -6.48450
C1 42.27368 -26.08755 -8.28137
C2 37.10616 -22.05130 -4.78408
H6 37.94765 -24.91947 -7.59775
H7 41.61269 -28.53921 -8.00341
N3 36.61325 -23.19496 -4.45076
H8 40.22729 -26.33341 -8.34856
N4 41.06165 -26.05693 -8.84797
O4 37.82285 -23.24013 -10.29590
N5 36.42963 -27.38394 -3.78740
N6 41.36418 -29.40161 -8.45397
H9 37.13674 -24.04061 -4.60792
N7 39.17634 -29.41131 -7.61760
H10 37.22557 -26.76318 -3.92233
H11 43.70414 -21.72544 -7.50723
C3 42.97077 -23.12010 -6.30351
O5 36.52862 -20.98855 -4.52239
H12 41.43922 -30.90240 -3.79257
H13 38.26283 -29.83769 -7.62648
N8 43.22543 -25.85000 -9.19438
H14 41.24521 -27.44082 -1.70532
N9 40.79025 -29.22002 -5.19805
H15 36.63924 -26.28335 -5.58853
H16 40.87261 -25.38616 -9.57661
H17 44.14513 -25.58376 -8.87437
N10 39.39365 -23.38466 -8.67145
H18 42.75444 -30.04674 -2.95359
N11 41.97699 -30.07752 -3.59497
C4 39.43444 -26.76085 -1.10637
O6 42.42567 -26.43873 -7.11435
H19 38.73582 -22.90417 -5.79187
N12 38.23253 -22.06432 -5.52976
O7 42.50974 -27.99466 -4.30475
C5 35.39079 -27.34305 -4.66665
O8 40.24412 -31.33528 -8.55046
H20 35.91471 -23.11811 -3.72742
Fe1 42.61031 -26.10948 -4.90967
C6 41.81383 -29.03894 -4.37683
H21 35.14020 -26.48964 -6.55858
H22 36.77348 -24.91229 -9.00514
N13 37.57270 -24.60559 -8.47201
H23 39.31268 -28.43198 -7.38373
H24 40.95421 -22.99911 -6.14630
H25 40.58790 -28.54333 -5.91693
H26 41.56312 -21.78992 -7.12821
O9 40.73976 -25.89469 -4.68903
H27 39.71723 -23.80720 -7.80271
H28 37.77086 -25.54630 -0.88800
H29 40.13993 -26.52446 -2.86787
N14 41.78086 -22.59939 -6.57028
S1 39.47980 -25.72375 -5.53219
O10 43.09995 -24.16140 -5.64956
N15 38.48196 -25.93916 -1.48146
N16 40.42385 -26.94612 -2.00150
C7 38.23406 -23.68981 -9.21616
H30 38.24294 -25.79171 -2.44956
O11 34.29416 -27.85212 -4.44863
C8 40.23197 -30.10329 -8.13184
O12 38.29527 -25.64591 -4.69937
H31 43.08143 -25.60105 -10.15834
H32 38.57684 -21.14046 -5.73022

Force components x, y, z for each atom (eV/Å):
-0.2 0.1 0.0
-0.2 0.0 -0.1
-0.8 -0.1 -1.2
0.3 -0.2 0.4
0.5 -0.9 1.6
0.3 0.6 -0.4
-0.1 0.1 0.0
0.7 -0.1 0.4
-0.1 -0.6 1.2
0.7 0.0 0.0
-1.7 0.1 -1.9
0.1 4.1 -1.1
-0.4 -0.4 0.0
0.0 0.1 0.1
-1.5 -3.3 1.3
0.3 0.0 0.5
-1.4 0.3 -0.2
0.3 -0.5 1.2
-1.3 -0.6 0.4
0.3 0.4 0.5
-0.1 0.0 0.4
0.9 -0.4 -0.1
0.8 0.2 0.3
0.9 0.2 0.0
-0.6 -0.4 -2.4
0.5 -0.3 0.2
0.2 -0.2 0.5
0.2 0.1 0.1
2.5 0.7 0.5
0.0 0.1 -0.5
0.0 1.2 -1.2
0.4 0.8 -1.5
0.1 -0.2 -0.2
-0.1 -0.2 0.2
2.6 1.5 -0.1
-0.2 -0.5 0.1
1.5 -0.4 1.4
3.0 -0.7 4.7
1.0 -0.6 2.0
-0.3 0.4 0.2
1.0 0.3 -0.4
0.5 0.3 -0.2
-1.7 0.4 -2.1
-0.9 3.9 2.2
-0.1 -0.5 -0.2
0.2 0.2 -0.7
-1.7 -0.6 -0.8
-0.1 0.0 0.0
-0.2 -0.6 0.9
-1.0 0.0 -1.2
-0.7 -0.4 -0.2
0.3 -0.3 0.2
-0.2 0.0 0.3
0.7 0.1 0.0
-0.4 -0.6 0.2
-0.1 0.4 -0.5
0.3 -0.6 0.6
1.6 -0.5 -0.6
-1.9 0.6 0.7
0.6 0.3 -1.4
0.5 0.0 0.8
-3.1 1.8 -1.8
-1.3 0.0 -0.8
-1.5 -0.2 -1.4
0.5 0.1 0.0
0.4 -0.2 0.8
0.1 -4.1 -3.1
-0.3 0.2 1.4
-0.7 -0.2 0.1
0.1 -0.2 -0.2